[1]
Below is one molecule with the formula C5H7NO, with properties calculated with ωB97M-V/def2-TZVPD.

Cartesian coordinates (Å):
O (1.9924, -0.1793, 2.9972)
C (2.1135, 0.5280, 1.7808)
C (0.8749, 0.5316, 0.9856)
C (-0.1547, 0.5285, 0.3576)
C (-1.3689, 0.4324, -0.4583)
C (-1.4821, -0.8616, -2.5099)
N (-1.4129, -0.8313, -1.2014)
H (1.2762, 0.2280, 3.5002)
H (2.4391, 1.5659, 1.9439)
H (2.9089, 0.0270, 1.2212)
H (-2.2574, 0.5209, 0.1791)
H (-1.4933, -1.9400, -2.7805)
H (-1.4132, 1.2236, -1.2113)
H (-1.3463, -1.6513, -0.5958)

Multiplicity: 1
Energy above the lowest of the compared OMol25 structures with the same formula, charge and spin (kJ/mol): 436.60
Charge: 0

For each atom in turn, the Löwdin charge in e is: -0.0600, -0.2777, 0.0103, -0.0048, -0.2176, 0.0036, -0.1546, 0.0899, 0.1206, 0.1235, 0.1213, -0.0007, 0.1124, 0.1338

[2]
Below is an isolated ion of composition C5H11N2O and charge +1 at a distorted geometry, with properties calculated with ωB97M-V/def2-TZVPD.

Cartesian coordinates (Å):
C (2.8122, -0.0211, -0.0159)
C (1.2925, -0.1262, 0.0529)
N (0.5129, -0.9435, 0.6716)
C (-0.8422, -0.6711, 0.3708)
N (-1.3941, -1.8567, -0.4105)
C (-0.7167, 0.6917, -0.4777)
C (-1.1214, 1.8324, 0.4588)
O (0.6551, 0.8424, -0.6727)
H (3.1578, 0.3329, -1.0318)
H (3.3618, -0.8707, 0.1192)
H (3.0650, 0.6399, 0.8147)
H (-1.5092, -0.4606, 1.2564)
H (-1.2616, -2.8195, 0.1750)
H (-0.8368, -1.8848, -1.1649)
H (-2.2862, -1.5576, -0.4964)
H (-1.3062, 0.6679, -1.4031)
H (-0.8815, 1.5191, 1.3776)
H (-2.1920, 2.0961, 0.2884)
H (-0.5094, 2.5892, 0.0877)

Multiplicity: 1
Energy above the lowest of the compared OMol25 structures with the same formula, charge and spin (kJ/mol): 250.04
Charge: +1

For each atom in turn, the Löwdin charge in e is: 0.0519, -0.3100, 0.1331, -0.2585, 0.2740, -0.2820, 0.0131, 0.0255, 0.1238, 0.0505, 0.1062, 0.1741, 0.2656, 0.1086, 0.1146, 0.1591, 0.0462, 0.1228, 0.0813

[3]
Below is one molecule with the formula C2H6N2 at a distorted geometry, with properties calculated with ωB97M-V/def2-TZVPD.

Cartesian coordinates (Å):
H (0.0739, -0.4932, -2.3954)
N (0.4222, -0.2776, -1.4730)
C (-0.5500, 0.0708, -0.7474)
N (-0.5674, 0.3187, 0.6307)
C (0.6063, -0.1910, 1.3523)
H (-1.5483, 0.3506, -1.1140)
H (-0.8394, 1.2566, 0.9157)
H (0.3069, -0.4452, 2.3764)
H (0.9821, -1.0473, 0.7953)
H (1.4854, 0.4457, 1.4712)

Multiplicity: 1
Energy above the lowest of the compared OMol25 structures with the same formula, charge and spin (kJ/mol): 107.48
Charge: 0

For each atom in turn, the Löwdin charge in e is: 0.0357, 0.0848, -0.3521, -0.0783, -0.1293, 0.1117, 0.1184, 0.0722, 0.0657, 0.0711

[4]
Below is C3H3BiLi2O3 as an isolated structure at a distorted geometry, with properties calculated with ωB97M-V/def2-TZVPD.

Cartesian coordinates (Å):
O (0.0117, -1.5044, 0.6194)
Li (1.0963, -2.1806, 1.9836)
C (-0.1084, -0.2690, 0.7731)
O (-0.0423, 0.4734, -0.3462)
C (-0.5244, 1.8559, -0.1391)
H (-1.4937, 1.9343, -0.6548)
H (0.1841, 2.5021, -0.6800)
Bi (-0.4085, 1.6802, 2.0083)
C (0.8037, -0.2879, 3.2875)
O (0.9120, 0.9826, 3.4573)
Li (2.7686, 0.6090, 3.1527)
H (-0.2140, -0.6539, 3.5800)

Multiplicity: 1
Charge: +2

For each atom in turn, the Löwdin charge in e is: -0.0430, 0.7890, -0.5202, -0.1198, -0.2946, 0.1078, 0.0875, 1.9416, -0.2500, -0.5745, 0.8233, 0.0528

[5]
Below is one molecule with the formula C6H11N at a distorted geometry, with properties calculated with ωB97M-V/def2-TZVPD.

Cartesian coordinates (Å):
C (-0.7326, 0.7508, -3.1334)
C (-0.9504, -0.2366, -2.2860)
C (-1.5341, 0.1074, -0.8342)
N (-0.8636, -0.6116, 0.3439)
C (0.0491, 0.0632, 1.1043)
C (1.2921, -0.3801, 1.3787)
C (1.9025, -0.0192, 2.6358)
H (-0.7420, 1.8953, -3.0928)
H (-0.5768, 0.4972, -4.1941)
H (-0.7604, -1.3245, -2.2978)
H (-1.2538, 1.1865, -0.5946)
H (-2.6144, -0.2286, -0.7750)
H (-0.5880, -1.6283, -0.0016)
H (-0.3396, 0.9478, 1.6157)
H (1.7719, -1.3172, 0.9459)
H (2.5693, -0.7149, 3.0303)
H (2.3186, 0.9493, 2.6466)
H (1.0522, 0.0633, 3.5083)

Multiplicity: 1
Energy above the lowest of the compared OMol25 structures with the same formula, charge and spin (kJ/mol): 331.94
Charge: 0

For each atom in turn, the Löwdin charge in e is: -0.0406, -0.1644, -0.1813, -0.0882, -0.2449, -0.1981, -0.1616, 0.0893, 0.0474, 0.0963, 0.1170, 0.1129, 0.1603, 0.1243, 0.1170, 0.0384, 0.0483, 0.1279

[6]
Below is one molecule with the formula C7H9ClN2O3 at a distorted geometry, with properties calculated with ωB97M-V/def2-TZVPD.

Cartesian coordinates (Å):
C (2.5118, -1.0105, -0.1617)
C (1.7198, 0.0547, -1.0529)
C (0.4234, -0.3325, -1.5491)
N (-0.6280, -0.4436, -0.8611)
C (-0.6483, 0.0720, 0.5194)
O (-0.5092, -1.0189, 1.3983)
C (-2.0034, 0.8068, 0.5977)
C (-3.0742, -0.1960, 0.4210)
O (-3.0894, -1.3523, 0.7693)
Cl (-4.3772, 0.3834, -0.6957)
N (0.4672, 0.9922, 0.8276)
C (1.6154, 1.1261, 0.0546)
O (2.4785, 1.9195, 0.2719)
H (1.7680, -1.4427, 0.4716)
H (3.4721, -0.6706, 0.1991)
H (2.6637, -1.7283, -0.9501)
H (2.2396, 0.3146, -1.9652)
H (0.4165, -0.6769, -2.5400)
H (-1.4230, -1.3452, 1.4164)
H (-2.1893, 1.2116, 1.5252)
H (-1.8908, 1.6482, -0.0944)
H (0.0568, 1.6881, 1.3981)

Multiplicity: 1
Energy above the lowest of the compared OMol25 structures with the same formula, charge and spin (kJ/mol): 24.31
Charge: 0

For each atom in turn, the Löwdin charge in e is: 0.0153, -0.2146, -0.1126, 0.1685, -0.5217, 0.0427, -0.1067, -0.7240, 0.0613, 0.6415, 0.1851, -0.4607, 0.0974, 0.0693, 0.0936, 0.0732, 0.1409, 0.1099, 0.0613, 0.1107, 0.1390, 0.1304

no.,frontier orbital gap (eV)
1,9.272
2,10.842
3,10.389
4,6.943
5,8.912
6,9.997